[1]
# C14H39Cl2N3O2P3Ru

A structure of composition C14H39Cl2N3O2P3Ru in a non-equilibrium geometry (ωB97M-V/def2-TZVPD, the OMol25 dataset).

```
64
Properties=species:S:1:pos:R:3:forces:R:3
C -2.269 0.753 -2.676 0.1 0.1 0.3
H -0.440 -1.319 -3.654 -0.1 0.5 0.3
C -0.899 4.691 -1.066 -0.2 0.2 -0.3
H 3.374 2.242 1.365 0.0 0.5 0.0
C -1.771 0.385 3.047 0.0 0.1 -0.5
O 1.729 -2.351 -0.445 -1.3 -1.1 0.4
H 3.077 5.991 0.824 -0.1 -0.2 0.2
C 0.515 1.447 -3.037 0.3 0.2 0.2
P -0.246 0.386 2.020 -0.2 -0.7 5.9
C -0.239 -1.214 -2.576 0.3 -0.6 0.8
H -0.066 4.277 2.216 -0.2 0.2 -0.2
H 3.099 -4.411 -0.154 0.0 -0.1 0.0
H 1.380 6.063 -1.324 0.1 -0.3 -0.2
C 0.926 1.372 3.034 0.3 0.2 -0.2
H 2.901 5.587 2.551 0.0 0.1 -0.2
H 1.322 -1.384 1.708 -0.1 -0.2 0.2
H 3.748 3.445 2.629 0.0 0.0 -0.3
H 4.351 3.698 0.969 -0.2 0.1 0.1
N -0.020 4.407 0.086 0.6 -1.1 -0.2
H -0.915 5.776 -1.256 -0.1 -0.4 0.0
H 1.912 0.902 2.961 -0.1 0.1 0.1
H 1.006 2.405 2.672 -0.1 -0.3 0.3
P 1.394 3.590 -0.040 -2.1 -0.3 0.3
C 2.020 5.435 -1.956 -0.2 0.3 0.1
O 1.425 2.069 -0.034 -0.2 0.3 0.0
H 1.885 -5.107 0.953 -0.1 0.0 -0.2
Ru -0.476 1.244 0.052 -1.1 1.5 0.7
H 0.605 1.381 4.082 0.0 -0.1 -0.2
Cl -2.687 1.834 0.337 1.1 -0.5 -0.2
H -2.278 0.549 -3.756 0.1 0.0 0.3
C 1.234 -3.452 -0.245 3.1 0.7 -0.3
C -0.674 4.651 1.381 -0.2 0.3 0.5
H 3.148 2.230 -1.702 0.0 0.4 0.0
C 0.377 -1.292 2.255 0.2 -0.3 -1.1
N 2.269 4.060 1.290 1.6 0.9 -0.9
H -0.834 5.736 1.507 0.0 -0.4 0.0
C 2.426 5.498 1.566 -0.3 0.4 0.6
Cl -0.420 -3.756 -0.181 -1.9 0.0 0.1
H 1.786 -5.444 -0.800 0.0 0.1 0.2
H -1.548 0.105 4.083 0.1 0.0 -0.3
H -0.566 4.163 -1.971 -0.1 0.2 0.2
H 4.144 3.721 -1.514 -0.3 0.0 -0.1
H -1.914 4.347 -0.823 0.3 0.1 -0.1
H -1.646 4.135 1.396 0.3 0.2 0.0
H -0.349 -1.985 1.815 0.2 0.0 0.2
N 2.027 4.031 -1.508 1.7 1.0 0.2
H 1.645 5.476 -2.989 0.1 -0.1 0.2
C 3.225 3.295 -1.958 -0.1 -0.6 -0.4
C 3.509 3.314 1.565 0.0 -0.7 0.4
H 3.290 3.388 -3.051 0.1 0.1 0.3
H -0.859 -1.925 -2.022 0.1 0.0 -0.2
C 2.054 -4.694 -0.048 0.2 0.2 0.0
H -2.556 1.790 -2.477 -0.1 -0.2 -0.1
H -2.220 1.383 3.014 0.0 -0.3 0.1
H 0.528 -1.541 3.314 -0.2 0.4 -0.2
H -2.471 -0.338 2.610 0.0 0.2 0.2
H 0.116 1.508 -4.056 0.0 -0.1 0.2
H -2.966 0.082 -2.161 0.0 0.2 -0.2
H 1.486 0.938 -3.055 -0.1 0.1 -0.1
H 0.809 -1.444 -2.362 -0.2 -0.1 -0.1
H 0.667 2.463 -2.644 -0.2 -0.4 -0.3
P -0.600 0.457 -1.966 -1.1 -0.6 -6.1
H 1.458 6.012 1.603 0.3 -0.2 -0.1
H 3.043 5.839 -1.943 -0.2 -0.2 -0.1
```
Forces are in eV/Å.

Properties
E: -79182.3974 eV
Multiplicity: 5
Total charge: +3

natural (NBO) population analysis, charges in e, atoms 1 to 6: atom 1 (C): -0.9150, atom 2 (H): 0.2887, atom 3 (C): -0.4275, atom 4 (H): 0.2511, atom 5 (C): -0.9280, atom 6 (O): -0.5897



[2]
# C14H39GaN3O4

A structure of composition C14H39GaN3O4 in a non-equilibrium geometry (ωB97M-V/def2-TZVPD, the OMol25 dataset).

```
61
Properties=species:S:1:pos:R:3:forces:R:3
Ga 2.870 -0.736 0.811 -0.3 -0.1 0.2
H -0.769 1.188 4.887 0.0 0.0 0.0
H 2.088 -2.233 2.928 0.1 0.1 -0.1
C -1.376 5.146 4.355 -0.3 -0.1 -0.1
H 2.670 -4.327 -2.074 0.0 0.0 -0.1
C 0.280 -4.009 -6.399 0.1 0.0 -0.3
H -2.683 1.719 1.474 0.1 0.0 0.0
H 1.105 -3.695 -1.574 0.1 0.0 0.0
H 0.142 -2.421 1.429 0.0 -0.1 0.3
N -0.387 -0.412 1.366 -0.4 -0.1 0.0
C 1.353 -1.872 -6.289 0.2 0.2 -0.1
C 1.722 -1.316 2.445 -0.8 0.2 -0.5
H 0.213 0.397 1.352 0.2 0.0 -0.1
H 0.811 -2.552 -3.719 -0.1 0.0 0.1
H 3.466 -2.014 0.026 0.1 -0.1 0.0
H -0.332 2.510 3.836 -0.1 0.1 -0.1
H 3.417 -2.404 -6.302 0.0 0.1 -0.1
C -2.041 6.326 3.664 0.4 -0.1 -0.1
H 1.116 -6.988 -3.697 0.0 0.0 0.0
H -1.101 3.141 6.193 0.1 0.0 0.0
H 1.505 -1.042 -6.984 0.0 0.0 0.0
H 4.015 0.239 1.373 0.2 0.1 0.0
O -2.729 5.922 2.486 -0.3 0.1 0.1
O 0.936 -2.964 -7.096 -0.1 0.0 0.1
H -2.659 2.412 5.837 0.0 0.0 0.0
H -4.550 5.849 1.593 0.1 0.0 0.0
H -4.516 5.135 3.210 -0.1 0.1 0.1
C 0.217 -1.539 2.082 1.0 -0.1 0.3
H 2.412 -6.481 -2.597 0.1 0.0 0.0
H -1.593 2.993 2.037 0.0 0.1 0.1
O 0.977 -5.060 -3.078 0.3 -0.3 0.0
H -2.702 6.868 4.348 -0.1 -0.1 0.0
H 1.895 0.049 -0.219 0.2 0.1 0.0
H -1.259 -0.154 1.798 -0.1 0.1 0.2
H -0.312 -3.637 -5.560 0.1 0.0 0.1
H 1.751 -0.518 3.209 0.1 -0.1 -0.1
C -2.421 2.345 2.329 -0.2 -0.3 0.1
H -0.712 5.522 5.139 0.0 0.0 0.0
N 2.732 -3.072 -4.478 -0.2 0.1 -0.1
H 2.509 -3.976 -4.869 0.0 0.0 0.0
H 0.547 -1.560 -5.617 0.0 -0.1 0.1
H -1.257 7.018 3.345 0.0 0.0 0.0
C 1.820 -2.797 -3.366 0.2 -0.2 0.0
H -3.304 2.940 2.579 0.1 0.2 -0.1
O -2.085 1.492 3.409 0.0 0.3 0.0
C -1.181 2.044 4.348 0.1 -0.2 0.2
H -0.392 -4.506 -7.101 0.0 0.1 0.0
H -4.480 6.910 3.012 0.0 0.0 0.0
C 1.695 -3.997 -2.441 -0.3 0.5 0.1
C 2.681 -2.089 -5.557 0.1 -0.2 0.1
C -4.138 5.958 2.595 0.1 -0.1 -0.1
H 2.412 -5.943 -4.300 0.2 -0.1 0.0
H 3.022 -1.127 -5.162 -0.1 0.0 0.0
H 2.196 -1.944 -2.795 0.0 0.0 0.0
N -2.361 4.253 4.958 0.1 0.0 -0.1
H 0.997 -4.755 -6.053 -0.1 0.0 0.2
H -0.763 4.633 3.607 0.1 0.1 0.0
C 1.780 -6.165 -3.432 -0.2 0.1 0.0
H -3.096 4.077 4.288 0.0 0.0 -0.1
C -1.825 2.960 5.391 -0.2 0.0 -0.1
H -0.325 -1.741 3.021 -0.2 -0.1 -0.3
```
Forces are in eV/Å.

Properties
E: -80183.3233 eV
Total charge: -1

natural (NBO) population analysis, charges in e, atoms 1 to 6: atom 1 (Ga): 0.5417, atom 2 (H): 0.1997, atom 3 (H): 0.1909, atom 4 (C): -0.2450, atom 5 (H): 0.1849, atom 6 (C): -0.2451



[3]
# C14H39KNO14P

A structure of composition C14H39KNO14P in a non-equilibrium geometry (ωB97M-V/def2-TZVPD, the OMol25 dataset).

```
70
Properties=species:S:1:pos:R:3:forces:R:3
H 0.874 -6.347 -1.311 -0.7 0.0 0.3
H 5.503 2.839 1.065 -0.2 0.2 0.7
H 5.612 3.518 -0.501 0.2 0.4 -0.2
K -1.462 -1.081 -0.699 -0.5 -1.0 -0.1
H -0.087 -4.268 2.500 -0.4 0.4 -1.4
H 0.803 -4.770 -2.316 -0.9 0.3 -0.1
H 1.635 1.795 3.806 -0.2 -0.9 0.1
C -0.809 2.469 2.804 -1.1 -0.2 -0.3
O 4.491 4.726 0.805 1.4 0.1 1.0
H -1.469 6.735 -2.532 -0.6 0.0 -0.2
C 2.711 1.686 1.871 -0.6 0.9 0.3
O -2.670 -4.750 0.451 0.5 0.2 -0.6
O 1.696 -6.810 -1.133 0.6 0.0 -0.2
O 0.811 -4.015 2.725 -0.8 0.0 0.1
O -1.039 3.496 -1.731 -1.7 -0.7 -0.5
H -2.314 5.847 -1.153 -0.6 0.2 -0.7
C 0.756 -5.703 4.469 -1.1 0.2 -0.4
H -1.139 2.133 3.787 0.2 -0.4 0.2
H -8.172 1.913 -3.856 -0.5 -0.8 -0.4
H 3.646 -6.629 -1.575 0.2 -0.2 0.3
H 3.293 3.393 -0.892 0.4 -0.3 -1.0
H 3.628 1.913 2.414 0.1 -0.1 0.7
C 0.806 -4.214 4.102 2.2 -1.3 1.4
H -0.272 3.717 -1.197 0.0 0.5 -0.1
H -0.570 -5.749 3.148 -0.8 -0.8 -0.6
H -6.256 0.660 -4.790 0.2 0.2 -0.2
H -7.455 0.426 -1.587 0.0 -0.1 0.4
H 3.527 -4.626 -2.950 0.2 0.2 0.5
H 1.581 3.162 2.890 -0.4 0.5 -0.6
H -1.659 2.376 2.127 -0.1 0.0 0.1
H 5.959 5.053 2.382 -0.2 -0.6 -0.1
C -7.460 1.396 -3.213 -0.1 -0.1 0.7
H 6.297 5.870 0.865 0.1 -0.3 -0.4
O -4.399 -6.243 -0.713 0.9 0.6 -0.4
O -8.122 0.961 -2.023 -0.2 0.0 -0.5
O 1.604 -4.248 -2.405 -0.1 0.5 -0.6
H -2.326 4.367 -3.224 -0.2 -0.5 0.7
H 2.450 -5.830 -3.487 -0.5 -0.2 -0.2
C 2.797 -5.966 -1.412 0.7 -0.9 0.3
N 2.647 2.617 0.727 -0.8 -0.7 1.3
H 3.007 -5.266 -0.603 0.0 -0.1 0.4
O -0.438 -6.223 3.973 -1.0 -0.3 -0.4
C -1.427 4.539 -2.631 2.4 0.6 1.1
H 0.415 6.101 -1.328 0.1 0.0 -0.2
O -5.471 0.005 -3.046 -0.6 0.1 0.1
H 0.020 -3.709 4.663 0.0 0.4 -0.2
O 0.211 1.687 2.231 1.6 1.0 0.8
O -0.452 6.076 -0.917 1.0 -0.3 0.4
H 1.559 -6.254 3.979 0.6 0.1 0.4
H -0.622 3.537 2.919 0.6 0.1 -0.3
H -5.541 -0.877 -2.674 0.3 -0.4 0.1
C 5.494 5.530 1.519 -0.4 -0.4 -0.7
H 0.636 -5.878 5.538 0.9 0.2 0.2
H 5.071 6.453 1.916 -0.7 -0.2 -0.3
P -3.282 -5.155 -0.943 0.7 -1.5 0.4
H -6.860 2.258 -2.920 1.0 -0.2 -0.1
H 4.003 1.736 -0.646 -0.1 0.0 -0.1
H 2.862 3.513 1.140 -1.4 0.5 0.7
H -7.137 -0.646 -4.136 -0.5 0.0 0.6
H -0.606 4.559 -3.347 0.0 0.5 -0.5
H 2.807 0.626 1.636 -0.6 0.1 -0.5
H 1.824 -3.991 4.420 -0.1 1.0 0.4
O -2.191 -5.659 -1.994 -0.4 0.4 1.3
C 2.633 -5.168 -2.641 -0.1 0.3 -0.7
O -3.998 -3.946 -1.572 -0.4 1.6 -0.5
C -1.483 5.879 -1.857 -0.3 -0.5 0.2
C 1.490 2.083 2.764 0.7 -0.5 -0.3
C 4.930 3.421 0.343 0.8 0.4 -0.3
C 3.720 2.682 -0.184 0.5 0.5 -1.1
C -6.622 0.268 -3.841 0.5 1.2 -0.6
```
Forces are in eV/Å.

Properties
ΔE to the lowest compared entry with this formula, charge and spin: 266.73 kcal per mole
E: -70912.2430 eV
Total charge: -2

natural (NBO) population analysis, charges in e, atoms 1 to 6: atom 1 (H): 0.4913, atom 2 (H): 0.1646, atom 3 (H): 0.1678, atom 4 (K): 0.5685, atom 5 (H): 0.4768, atom 6 (H): 0.4883



Q: total charge of number 2 (C14H39GaN3O4)?
A: -1